C4H9NO in the gas phase, computed with wB97M-V/def2-TZVPD.

Computed properties:
- lowest unoccupied orbital energy (eV) = 0.73
- E (eV) = -7830.4404
- energy relative to the best compared isomer or geometry (same formula, charge and spin) (eV) = 1.880
- HOMO energy (eV) = -9.2

Last column: Löwdin charge in e.
Cartesian coordinates (Å):
C1 2.320 0.102 -0.425  -0.118
C2 0.828 0.229 -0.748  -0.273
C3 -0.061 -0.169 0.426  -0.149
C4 -1.611 0.141 0.213  -0.434
O1 -1.603 1.325 0.476  0.024
N1 -2.793 -0.565 0.517  0.120
H1 2.930 0.296 -1.314  0.069
H2 2.566 -0.904 -0.066  0.072
H3 2.629 0.817 0.348  0.074
H4 0.608 1.263 -1.048  0.112
H5 0.560 -0.414 -1.590  0.105
H6 -0.016 -1.207 0.698  0.092
H7 0.285 0.415 1.316  0.127
H8 -3.359 -0.033 1.175  0.096
H9 -3.284 -1.297 0.022  0.085



23 unconnected molecules or ions with the total composition C9H63N3O27, computed with wB97M-V/def2-TZVPD.

Computed properties:
- lowest unoccupied orbital energy (eV) = -0.40
- E (eV) = -70107.6585
- HOMO energy (eV) = -8.4

Last column: Löwdin charge in e.
Cartesian coordinates (Å):
C1 -2.309 2.888 1.248  -0.051
C2 -1.680 3.538 -0.010  -0.363
O1 -0.867 4.615 0.498  -0.069
C3 -0.687 2.559 -0.721  -0.194
N1 -1.335 1.743 -1.751  -0.036
C4 -0.382 1.044 -2.635  -0.184
C5 0.961 0.639 -1.996  -0.155
O2 0.819 -0.237 -0.853  -0.034
C6 1.952 -0.280 -0.073  -0.231
O3 2.331 -1.703 -0.003  0.060
C7 1.625 -2.132 1.107  -0.563
O4 0.930 -3.036 1.184  0.224
O5 1.981 -1.258 2.083  0.060
C8 1.844 0.078 1.437  -0.364
N2 0.589 0.547 1.976  0.147
C9 2.987 0.880 2.112  -0.196
N3 2.888 2.329 2.005  0.026
H1 -3.392 2.693 1.128  0.066
H2 -2.166 3.586 2.074  0.063
H3 -1.798 1.964 1.546  0.045
H4 -2.435 3.943 -0.704  0.134
H5 -0.274 4.924 -0.203  0.068
H6 0.164 3.114 -1.142  0.112
H7 -0.342 1.882 0.075  0.079
H8 -1.940 1.031 -1.330  0.056
H9 -0.128 1.713 -3.480  0.121
H10 -0.883 0.170 -3.061  0.090
H11 1.523 0.085 -2.769  0.111
H12 1.599 1.498 -1.731  0.120
H13 2.834 0.140 -0.587  0.163
H14 0.488 1.556 1.881  0.072
H15 -0.167 0.164 1.392  0.052
H16 2.923 0.642 3.187  0.122
H17 3.977 0.523 1.801  0.100
H18 2.840 2.661 1.049  0.073
H19 2.154 2.719 2.583  0.069
O6 5.060 -1.202 -0.731  -0.043
H20 5.822 -1.195 -0.140  0.049
H21 4.393 -1.708 -0.249  0.022
O7 -0.579 5.133 -2.802  -0.059
H22 -0.487 5.239 -3.757  0.012
H23 -1.209 4.406 -2.708  0.019
O8 -2.980 -0.597 -1.926  -0.055
H24 -3.330 -0.653 -2.827  0.030
H25 -2.903 -1.521 -1.650  0.055
O9 -5.771 2.229 0.401  -0.049
H26 -5.395 1.503 -0.112  0.042
H27 -6.498 2.549 -0.144  0.049
O10 4.881 -2.076 -3.726  -0.058
H28 4.873 -1.596 -2.888  0.003
H29 4.910 -3.004 -3.463  0.009
O11 5.016 -1.275 2.672  -0.053
H30 5.781 -1.292 3.259  0.042
H31 4.342 -1.772 3.151  0.052
O12 0.721 -0.674 -4.699  -0.047
H32 0.361 -0.728 -5.591  0.047
H33 0.815 -1.596 -4.429  0.058
O13 -3.104 2.697 3.819  -0.058
H34 -3.115 3.207 4.637  0.049
H35 -3.027 1.782 4.114  0.049
O14 5.355 0.012 5.173  -0.055
H36 5.043 0.630 5.845  0.048
H37 5.250 0.496 4.344  0.034
O15 -6.001 -0.253 2.127  -0.053
H38 -5.564 -0.581 2.923  0.037
H39 -5.747 0.681 2.088  0.028
O16 -0.666 -2.776 3.731  -0.050
H40 -0.820 -3.002 2.810  -0.008
H41 0.147 -2.256 3.706  0.025
O17 3.367 -4.775 -3.410  -0.051
H42 3.355 -4.296 -2.573  0.031
H43 3.398 -5.702 -3.147  0.045
O18 3.455 -1.409 7.494  -0.040
H44 4.008 -0.937 6.859  0.004
H45 2.572 -1.052 7.349  0.047
O19 -1.399 4.557 -5.796  -0.057
H46 -1.363 3.780 -6.367  0.008
H47 -1.914 5.192 -6.304  0.037
O20 -6.508 -3.308 1.294  -0.063
H48 -6.074 -3.638 2.088  0.029
H49 -6.254 -2.376 1.257  0.002
O21 -2.031 -0.324 0.758  -0.044
H50 -2.369 -0.339 -0.148  0.002
H51 -1.987 -1.258 0.992  0.022
O22 -7.336 -1.195 4.982  -0.058
H52 -7.238 -1.101 4.027  0.001
H53 -7.958 -1.924 5.082  0.038
O23 4.769 -4.274 8.282  -0.066
H54 4.795 -5.029 7.685  0.029
H55 4.302 -3.591 7.782  0.000
O24 6.495 -3.758 -6.060  -0.063
H56 6.170 -3.142 -5.391  0.002
H57 6.386 -3.282 -6.889  0.032
O25 -2.062 -3.372 0.116  -0.035
H58 -1.300 -3.366 0.710  0.007
H59 -2.728 -3.889 0.587  0.057
O26 -3.204 -1.034 -4.878  -0.040
H60 -2.860 -1.765 -5.403  0.050
H61 -3.925 -0.678 -5.410  0.053
O27 -2.144 3.261 -8.275  -0.046
H62 -1.777 2.538 -8.797  0.050
H63 -2.873 3.592 -8.811  0.051



C2H3ClN2 in the gas phase, computed with wB97M-V/def2-TZVPD.

Computed properties:
- lowest unoccupied orbital energy (eV) = 0.22
- E (eV) = -17622.7966
- energy relative to the best compared isomer or geometry (same formula, charge and spin) (eV) = 2.612
- HOMO energy (eV) = -8.3

Last column: Löwdin charge in e.
Cartesian coordinates (Å):
C1 0.447 -0.179 0.382  -0.757
C2 -0.707 -0.311 -0.618  -0.094
N1 0.598 1.699 1.894  0.206
N2 0.493 0.865 1.121  -0.166
Cl1 1.953 -0.956 -0.046  0.627
H1 -1.742 -0.259 -0.352  0.069
H2 -0.683 -1.277 -1.062  0.051
H3 -0.358 0.416 -1.318  0.064



2 unconnected molecules or ions with the total composition C9H11O3, computed with wB97M-V/def2-TZVPD.

Computed properties:
- lowest unoccupied orbital energy (eV) = 3.20
- E (eV) = -15653.8520
- energy relative to the best compared isomer or geometry (same formula, charge and spin) (eV) = 2.448
- HOMO energy (eV) = -4.4
- charge = -1

Last column: Löwdin charge in e.
Cartesian coordinates (Å):
C1 -2.929 -2.309 -3.561  -0.057
C2 -2.078 -1.739 -2.466  -0.853
O1 -2.633 -0.987 -1.653  -0.062
O2 -0.912 -2.106 -2.554  -0.061
H1 -2.872 -3.383 -3.514  0.059
H2 -2.424 -1.871 -4.332  0.026
H3 -3.993 -1.950 -3.543  0.078
C3 3.095 2.280 1.679  -0.094
C4 -0.338 -0.208 1.106  -0.256
C5 0.282 -0.233 2.376  -0.062
C6 0.074 0.846 0.138  0.023
C7 1.450 0.416 2.527  -0.098
C8 1.051 1.738 0.540  -0.081
C9 1.839 1.457 1.662  -0.319
O3 -1.431 -0.958 0.761  0.023
H4 -1.205 -1.232 -0.124  0.050
H5 -0.226 -0.708 3.294  0.138
H6 -0.280 0.692 -0.808  0.076
H7 1.914 0.189 3.460  0.093
H8 1.431 2.644 -0.180  0.148
H9 3.194 2.982 0.842  0.055
H10 3.942 1.504 1.774  0.102
H11 3.048 2.938 2.576  0.071